No. 1
{
  "formula": "C37H33N7O5Rb",
  "method": "ωB97M-V with the def2-TZVPD basis set",
  "homo_energy_ha": -0.166,
  "e_lumo_ev": 1.669,
  "charge": -1,
  "gap_ha": 0.227,
  "species": ["Rb", "O", "O", "O", "O", "O", "N", "N", "N", "N", "N", "N", "N", "C", "C", "C", "C", "C", "C", "C", "C", "C", "C", "C", "C", "C", "C", "C", "C", "C", "C", "C", "C", "C", "C", "C", "C", "C", "C", "C", "C", "C", "C", "C", "C", "C", "C", "C", "C", "C", "H", "H", "H", "H", "H", "H", "H", "H", "H", "H", "H", "H", "H", "H", "H", "H", "H", "H", "H", "H", "H", "H", "H", "H", "H", "H", "H", "H", "H", "H", "H", "H", "H"],
  "coordinates": [[0.42996, 0.88886, -0.30448], [4.81924, 0.66449, 1.99829], [-1.79445, 3.47016, -0.60681], [-0.53801, -4.32102, 2.34479], [-0.97267, -1.08847, 1.18508], [-0.90631, 1.46316, -4.59394], [0.45638, -2.05781, -2.07950], [-1.31376, 2.11487, -2.40883], [-0.66660, -2.19209, 4.17960], [0.27045, 2.09071, 2.41655], [3.31631, 0.65441, -1.23491], [2.86787, 1.72937, 1.34013], [-1.27300, -2.36002, -3.83286], [-0.14267, 3.30001, 4.87607], [-0.90150, -3.14137, -4.99924], [-2.33543, -1.37249, -4.01844], [-2.64814, -2.01240, 2.62273], [-4.84723, -2.32496, 1.60910], [0.52462, -2.58854, 3.53720], [3.67269, 0.39588, -2.49032], [-0.95897, 2.36430, 2.85106], [2.71242, 2.13025, 2.71487], [-0.33326, -2.12734, -2.92425], [-1.23923, 2.29138, -3.75088], [2.95535, -3.21097, 2.34949], [-1.90068, 4.33656, -2.87655], [-4.29258, -2.04139, 0.32681], [1.31016, 2.41680, 3.17660], [-2.09400, -1.59260, 1.32707], [1.80839, -3.87953, 1.96227], [-1.62570, 3.71835, -4.08573], [3.96089, 1.03254, 1.14446], [4.26812, 0.68023, -0.30022], [1.70353, -1.99150, 3.97119], [-4.04989, -2.29402, 2.70260], [-2.98942, -1.71076, 0.18945], [-2.35282, 6.36453, -4.02637], [-1.70497, 4.39949, -5.28027], [5.60549, 0.41134, -0.60756], [4.97738, 0.15900, -2.88999], [1.13254, 3.01846, 4.42976], [0.59092, -3.60283, 2.57042], [-2.07179, 5.74430, -5.23720], [-1.67220, 3.28131, -1.80977], [2.91757, -2.29700, 3.39230], [5.96800, 0.16023, -1.91646], [-2.27159, 5.66258, -2.82412], [-0.50034, -5.26051, 1.28791], [-1.95914, -2.08857, 3.82558], [-1.22383, 2.97067, 4.06578], [-0.20847, -4.78429, 0.34826], [-4.45619, -2.53765, 3.67967], [-5.89960, -2.56204, 1.69556], [3.81553, -1.79090, 3.72243], [1.65178, -1.24778, 4.76054], [-2.41592, -0.75143, -3.12932], [-2.11374, -0.70442, -4.84943], [6.31520, 0.40842, 0.20671], [3.13749, 1.36445, 3.38426], [-0.30189, 3.77773, 5.83580], [-2.59338, -2.06230, 4.70724], [-2.13347, 6.31234, -6.15799], [-4.94255, -2.08677, -0.53952], [3.88924, -3.41689, 1.84230], [-2.48751, 6.14306, -1.87774], [0.18993, -6.07942, 1.51287], [-2.55295, -1.47520, -0.77445], [1.99748, 3.26389, 5.03416], [-0.48671, -1.89032, 5.12406], [-2.63472, 7.41093, -4.01892], [-1.51231, -5.65119, 1.20328], [-1.76960, 2.08980, 2.18254], [5.21793, -0.01635, -3.93054], [1.86698, -4.60337, 1.16455], [-0.57567, -2.50151, -5.82609], [-3.27986, -1.89258, -4.19560], [3.31111, 3.03505, 2.90586], [2.86716, 0.38344, -3.21900], [7.00329, -0.02990, -2.17425], [-1.48312, 3.90352, -6.21729], [-2.24025, 3.18168, 4.37041], [-1.76573, -3.72113, -5.32811], [-0.09763, -3.82688, -4.74071]],
  "forces_ev_per_a": [[0.19, 0.04, -0.01], [-0.05, 0.00, -0.17], [0.00, 0.05, -0.01], [-0.23, 0.28, -0.09], [-0.07, -0.45, 0.46], [-0.10, -0.01, 0.01], [-0.07, 0.19, -0.19], [0.15, -0.42, 0.03], [-0.33, 0.07, 0.09], [0.03, -0.04, -0.09], [-0.02, 0.11, 0.15], [-0.34, -0.05, -0.09], [-0.12, 0.14, -0.09], [0.04, -0.04, -0.05], [0.00, 0.01, -0.09], [-0.02, 0.06, 0.03], [0.48, -0.10, 0.14], [-0.17, -0.05, 0.37], [0.27, 0.11, -0.51], [-0.04, -0.03, -0.12], [-0.10, 0.02, 0.08], [0.33, -0.26, -0.14], [0.14, -0.29, 0.40], [0.04, 0.04, -0.10], [0.17, 0.07, 0.15], [0.07, 0.00, -0.22], [0.27, 0.02, -0.12], [0.00, 0.09, 0.00], [0.45, 0.10, 0.04], [0.02, 0.08, -0.10], [-0.02, 0.11, 0.14], [-0.01, 0.03, 0.41], [0.27, -0.08, -0.12], [-0.19, 0.10, -0.04], [-0.30, -0.08, -0.03], [-0.21, -0.04, -0.27], [-0.03, 0.06, 0.01], [0.01, -0.04, -0.04], [-0.01, -0.05, -0.03], [0.11, 0.01, 0.00], [-0.13, 0.04, 0.06], [-0.11, 0.07, 0.26], [0.01, -0.05, -0.05], [-0.17, 0.03, 0.00], [0.20, 0.03, -0.08], [-0.13, 0.02, 0.07], [-0.01, 0.01, 0.13], [-0.10, 0.00, -0.05], [0.04, 0.00, -0.30], [-0.02, -0.04, 0.02], [-0.05, 0.00, 0.01], [-0.05, 0.04, -0.02], [0.02, 0.00, 0.05], [-0.03, 0.04, -0.12], [-0.02, 0.05, -0.09], [-0.01, -0.01, 0.02], [0.06, 0.05, -0.05], [-0.01, 0.03, 0.01], [-0.03, 0.08, 0.09], [0.03, 0.00, 0.01], [-0.02, 0.02, 0.05], [-0.02, 0.02, 0.02], [0.06, 0.03, -0.05], [-0.02, 0.02, 0.02], [0.02, -0.01, 0.01], [-0.01, 0.01, 0.00], [-0.03, 0.01, 0.04], [0.03, 0.01, -0.04], [-0.11, -0.17, 0.11], [0.00, 0.00, 0.00], [0.04, 0.01, -0.02], [0.01, 0.03, -0.01], [-0.08, -0.03, -0.02], [-0.02, -0.04, 0.01], [0.02, 0.01, 0.03], [0.03, -0.01, 0.03], [-0.01, -0.02, 0.12], [0.00, -0.02, 0.01], [0.00, 0.00, -0.02], [0.02, -0.01, 0.01], [-0.02, 0.00, -0.04], [0.00, 0.01, 0.00], [-0.01, 0.01, 0.01]],
  "lowdin_charge": [0.757, -0.091, 0.015, -0.073, -0.079, 0.011, 0.163, 0.064, 0.117, 0.062, 0.059, -0.005, -0.202, -0.094, -0.058, -0.044, -0.132, -0.110, -0.161, -0.153, -0.142, -0.221, -0.308, -0.477, -0.062, -0.090, -0.078, -0.261, -0.369, -0.012, -0.096, -0.560, -0.196, -0.014, -0.069, 0.001, -0.098, -0.022, -0.020, -0.088, -0.042, -0.218, -0.098, -0.498, -0.071, -0.085, -0.018, -0.070, -0.012, -0.085, 0.099, 0.105, 0.091, 0.108, 0.118, 0.080, 0.074, 0.103, 0.111, 0.096, 0.129, 0.092, 0.102, 0.110, 0.112, 0.093, 0.099, 0.108, 0.145, 0.092, 0.094, 0.107, 0.090, 0.104, 0.091, 0.085, 0.124, 0.104, 0.095, 0.110, 0.092, 0.083, 0.089]
}

No. 2
{
  "formula": "C37H33N8O3S2W",
  "method": "ωB97M-V with the def2-TZVPD basis set",
  "homo_energy_ha": [-0.502, -0.502],
  "e_lumo_ev": [-10.250, -10.026],
  "spin_multiplicity": 3,
  "charge": 3,
  "s_squared": 2.059,
  "gap_ha": [0.125, 0.133],
  "species": ["W", "S", "S", "O", "O", "O", "N", "N", "N", "N", "N", "N", "N", "N", "C", "C", "C", "C", "C", "C", "C", "C", "C", "C", "C", "C", "C", "C", "C", "C", "C", "C", "C", "C", "C", "C", "C", "C", "C", "C", "C", "C", "C", "C", "C", "C", "C", "C", "C", "C", "C", "H", "H", "H", "H", "H", "H", "H", "H", "H", "H", "H", "H", "H", "H", "H", "H", "H", "H", "H", "H", "H", "H", "H", "H", "H", "H", "H", "H", "H", "H", "H", "H", "H"],
  "coordinates": [[-0.01546, -1.33677, 0.12106], [2.00412, -2.77579, -0.01419], [-1.65806, 0.54897, -1.54391], [-2.92557, 1.16280, -1.70744], [-0.45719, 1.24056, -1.92194], [3.27139, 5.13771, 1.92091], [1.58245, 0.09998, -0.26601], [2.67973, -5.04419, 1.19240], [-1.35438, 0.09291, 0.05640], [-0.17105, -0.75379, 2.14844], [-1.11944, -3.10654, 0.63441], [0.49086, -4.84098, 1.06355], [2.07424, 3.43484, 1.04437], [2.42547, 5.46658, -0.14721], [1.49149, 6.36295, -2.14475], [-1.72908, 5.67865, -3.98893], [-0.82761, -4.42159, 0.80840], [-3.15004, -5.06136, 0.81837], [4.07659, -4.73365, 1.06377], [-1.01565, 0.30891, 2.34254], [2.64668, 4.72186, 0.98969], [-0.64176, 5.61445, -2.99306], [-1.67474, 0.81295, 1.18286], [2.98752, 1.27250, -1.79086], [2.16813, 2.40712, 0.13843], [0.30375, -0.71043, 4.49244], [0.49661, 6.43047, -3.08839], [-0.74110, 4.73870, -1.89725], [1.39412, 5.46788, -1.06043], [-2.65288, -1.99062, -2.20694], [1.54833, 1.20291, 0.48237], [-1.20942, 0.93002, 3.59788], [-2.69504, 2.52019, 2.52681], [-1.54483, -1.15616, -2.14708], [-0.51642, 0.37621, 4.69499], [0.79043, -6.02372, 1.72935], [-0.26448, -1.61768, -2.49984], [2.13516, -6.13449, 1.80126], [0.45344, -1.24582, 3.21247], [-2.06785, 2.05264, 3.65634], [-2.51021, 1.91204, 1.27913], [1.68575, -4.24572, 0.76669], [-3.45912, -3.70356, 0.83674], [2.86057, 2.45024, -1.07770], [0.24668, 4.66249, -0.94804], [2.35727, 0.11745, -1.35877], [-1.22044, -3.79685, -2.90922], [-2.48703, -3.31161, -2.60538], [-2.44289, -2.78738, 0.71253], [-0.11362, -2.95882, -2.86371], [-1.81684, -5.41057, 0.81022], [2.73071, -6.90212, 2.25239], [-3.01619, 2.28423, 0.40222], [-2.67957, 5.88914, -3.49545], [-1.54492, 6.43167, -4.74830], [3.34214, 3.35129, -1.42366], [1.10719, -2.09468, 3.03355], [0.58678, 7.11993, -3.91447], [0.84753, -1.15541, 5.30911], [0.04261, -6.66360, 2.14446], [4.30143, -4.46198, 0.03283], [-4.47698, -3.36180, 0.92203], [-2.21977, 2.53744, 4.60715], [1.03644, 1.15288, 1.43549], [-2.68849, -1.72880, 0.67701], [4.67764, -5.59343, 1.34822], [2.35865, 7.00089, -2.22900], [4.32653, -3.89005, 1.70923], [-1.52804, -6.44803, 0.79273], [0.85445, -3.33022, -3.17470], [1.97654, 3.13957, 2.01036], [-3.35555, 3.37083, 2.59393], [-3.63220, -1.59016, -1.99527], [-3.92505, -5.81017, 0.83023], [-0.63212, 0.80202, 5.67798], [-1.62248, 4.12277, -1.80240], [0.10755, 4.01668, -0.09756], [-3.34378, -3.96191, -2.68948], [-1.85596, 4.70838, -4.47257], [2.50224, -0.82193, -1.88244], [3.59356, 1.24325, -2.68235], [-1.09105, -4.81912, -3.23000], [3.02261, 6.29006, -0.17568], [0.50898, -0.88449, -2.70937]],
  "forces_ev_per_a": [[0.91, 0.03, -0.23], [0.16, 0.29, -0.06], [1.07, 0.64, -0.64], [-0.30, -0.56, 0.15], [-0.64, -0.34, -0.27], [0.34, -0.01, 0.61], [-0.02, -0.22, 0.10], [-1.25, 0.51, -0.23], [0.15, -0.69, -0.66], [-0.22, 0.15, 0.10], [-0.43, -0.97, 0.50], [0.95, 0.17, -0.03], [-0.25, -0.50, 0.42], [1.45, -0.12, 1.10], [0.21, -0.66, 0.78], [-0.62, -0.22, -0.30], [-0.44, 0.13, -0.28], [0.15, 0.56, 0.00], [0.95, 0.36, -0.09], [-0.59, 0.69, -0.18], [-0.18, 0.82, -0.96], [0.74, -0.08, 0.83], [-0.23, 0.74, 1.30], [-0.13, -0.16, 0.19], [0.08, -0.17, -0.02], [0.01, -0.06, -0.09], [-0.81, -0.52, -0.02], [0.01, 0.69, -0.99], [-1.46, -0.04, -1.38], [-0.15, 0.06, -0.15], [0.05, 0.68, 0.45], [0.14, -0.36, -0.44], [0.05, 0.03, 0.43], [0.02, 0.38, 0.05], [-0.03, -0.06, -0.32], [0.47, -0.52, 0.33], [-0.03, 0.27, -0.11], [-0.82, -0.52, 0.20], [0.27, -0.24, 0.21], [-0.12, 0.08, -0.13], [0.34, -0.52, -0.15], [-0.01, 0.00, -0.14], [0.10, -0.19, 0.03], [-0.12, -0.16, 0.09], [0.72, 0.37, 0.22], [0.32, -0.16, -0.56], [0.32, 0.08, 0.05], [0.07, 0.28, 0.08], [-0.43, 0.03, 0.05], [-0.15, -0.14, -0.09], [0.33, 0.24, -0.09], [0.13, -0.15, 0.07], [-0.06, 0.09, -0.05], [-0.03, 0.16, -0.09], [-0.06, 0.03, -0.07], [0.00, 0.14, 0.03], [-0.01, 0.12, 0.06], [0.00, 0.08, -0.06], [0.05, -0.06, 0.09], [-0.14, -0.13, 0.07], [0.02, -0.08, 0.05], [-0.12, 0.09, -0.03], [-0.06, 0.08, 0.13], [-0.08, 0.06, -0.20], [0.08, -0.31, -0.01], [-0.13, -0.03, 0.00], [0.13, 0.08, 0.01], [0.02, -0.06, -0.02], [0.04, -0.07, 0.07], [0.01, 0.05, 0.02], [0.10, 0.15, -0.16], [-0.02, 0.09, 0.03], [-0.17, 0.02, 0.08], [-0.07, -0.14, 0.01], [-0.01, 0.10, 0.19], [-0.16, -0.09, 0.01], [0.00, -0.05, 0.09], [-0.13, -0.02, -0.03], [0.03, 0.04, -0.17], [-0.15, 0.16, -0.05], [0.02, -0.04, -0.09], [-0.05, -0.11, -0.04], [-0.17, -0.22, 0.20], [0.02, -0.10, 0.18]],
  "lowdin_spin": [1.759, 0.058, 0.007, 0.005, 0.004, 0.000, 0.007, 0.010, -0.055, 0.015, 0.011, 0.007, -0.001, 0.000, 0.000, 0.000, 0.016, 0.021, 0.001, 0.003, 0.000, 0.000, 0.005, 0.000, 0.001, 0.002, 0.000, 0.000, 0.000, 0.020, 0.003, -0.002, 0.000, 0.000, 0.022, 0.006, 0.025, 0.002, 0.024, -0.026, -0.024, 0.010, -0.001, 0.011, 0.000, 0.015, 0.015, -0.006, 0.021, -0.001, -0.001, 0.000, -0.001, 0.000, 0.000, 0.000, 0.001, 0.000, 0.000, 0.000, 0.000, 0.000, -0.001, 0.001, 0.002, 0.000, 0.000, 0.000, 0.000, 0.000, 0.000, 0.000, 0.001, 0.001, 0.001, 0.000, 0.000, -0.001, 0.000, 0.001, 0.000, 0.001, 0.000, 0.005]
}

DFT total energy / eV: -60230.3368 -80440.9664
ΔE to the lowest compared entry with this formula, charge and spin / eV: 0.7940 1.3930